Record 1
Here is C31H21BrI2N4O2Zn as an isolated structure from the Open Molecules 2025 dataset. Energies are from ωB97M-V/def2-TZVPD.

Lowest unoccupied orbital energy in eV: -1.080
Frontier orbital gap in eV: 4.689
DFT total energy in eV: -177204.4665
Relative energy (zero: lowest compared OMol25 entry of this formula, charge and spin) in eV: 4.497

Last column: natural (NBO) charge in e.
Atoms and positions in Å:
I (-4.20, -5.71, 0.42)  0.14
I (0.92, -4.33, -2.33)  0.16
Br (-1.56, 5.97, -2.76)  -0.04
Zn (0.33, -0.10, 0.52)  1.70
O (-1.50, 2.47, 2.25)  -0.54
O (0.59, -1.80, -0.41)  -0.87
N (1.92, -0.33, 1.98)  -0.56
N (-1.31, -1.13, 1.36)  -0.59
N (-0.79, 1.29, -0.69)  -0.79
N (1.81, 1.26, -0.10)  -0.60
C (-0.04, 2.62, -0.79)  -0.15
C (-0.38, -2.63, -0.24)  0.32
C (-0.53, -3.82, -0.93)  -0.25
C (5.51, 1.05, 0.43)  -0.19
C (-2.22, -0.76, 2.23)  0.06
C (-3.49, -2.74, 1.87)  -0.11
C (-2.54, -3.17, 0.93)  -0.14
C (-2.61, -4.38, 0.18)  -0.20
C (-1.30, -1.13, -4.10)  -0.23
C (-2.85, 3.62, 0.51)  -0.52
C (5.54, 0.25, 1.53)  -0.17
C (-2.09, -0.27, -2.00)  -0.27
C (3.11, 0.12, 1.50)  0.23
C (-0.45, 3.60, -1.79)  -0.54
C (3.08, -1.50, 3.71)  -0.26
C (4.28, 1.42, -0.17)  -0.20
C (-2.25, -1.11, -3.09)  -0.19
C (3.11, 0.98, 0.36)  0.11
C (-1.45, 4.51, -1.47)  0.02
C (-1.43, -2.32, 0.70)  0.16
C (4.34, -0.23, 2.10)  -0.10
C (-3.33, -1.55, 2.53)  -0.27
C (-1.62, -4.68, -0.72)  -0.21
C (-0.97, 0.55, -1.91)  0.24
C (-0.03, 0.54, -2.92)  -0.27
C (-2.37, 4.65, -0.46)  -0.49
C (4.28, -1.07, 3.24)  -0.11
C (-2.14, 3.02, 1.43)  0.67
C (-0.20, -0.30, -4.01)  -0.17
C (1.91, -1.11, 3.03)  0.10
C (1.43, 2.35, -0.64)  0.25
H (6.48, -0.03, 1.99)  0.22
H (-0.24, 3.07, 0.20)  0.24
H (0.00, 3.61, -2.77)  0.21
H (0.84, 1.18, -2.88)  0.21
H (-1.42, -1.79, -4.95)  0.22
H (-2.96, 5.55, -0.44)  0.22
H (-2.07, 0.20, 2.71)  0.22
H (-4.35, -3.37, 2.07)  0.23
H (-1.71, 1.54, -0.33)  0.41
H (6.43, 1.40, -0.01)  0.23
H (5.21, -1.36, 3.73)  0.23
H (2.11, 3.17, -0.87)  0.20
H (-4.06, -1.21, 3.25)  0.23
H (3.00, -2.14, 4.58)  0.23
H (-3.91, 3.38, 0.57)  0.25
H (-3.13, -1.75, -3.15)  0.22
H (4.28, 2.04, -1.05)  0.23
H (0.94, -1.46, 3.36)  0.21
H (0.55, -0.30, -4.80)  0.21
H (-1.68, -5.60, -1.29)  0.24
H (-2.84, -0.25, -1.21)  0.21

=====

Record 2
Here is C31H21Cl3GaN7O4S as an isolated structure from the Open Molecules 2025 dataset. Energies are from ωB97M-V/def2-TZVPD.

Lowest unoccupied orbital energy (alpha / beta) in eV: -2.295 / -2.301
Frontier orbital gap (alpha / beta) in eV: 5.917 / 5.911
DFT total energy in eV: -151886.8926
Relative energy (zero: lowest compared OMol25 entry of this formula, charge and spin) in eV: 1.966

Last column: natural (NBO) charge in e.
Atoms and positions in Å:
Ga (0.69, 0.29, 0.82)  1.61
Cl (3.70, 2.52, 4.59)  0.53
Cl (1.82, 1.97, 6.06)  -0.56
Cl (3.98, 0.16, 3.05)  0.11
S (2.15, -1.16, -0.12)  -0.37
O (2.05, 1.53, 1.31)  -0.85
O (-4.76, 4.26, 1.89)  -0.72
O (2.31, 3.55, 2.21)  -0.56
O (-4.86, 2.97, 3.77)  -0.72
N (-0.34, -1.63, -1.22)  -0.12
N (2.67, -2.16, -2.79)  -0.37
N (0.28, -0.59, 2.72)  -0.56
N (1.40, -2.11, -2.55)  -0.14
N (0.31, 1.65, -0.82)  -0.51
N (-0.84, -1.01, -0.25)  -0.26
N (-0.76, 1.47, 1.55)  -0.60
C (-2.74, -2.51, -0.45)  -0.21
C (-0.65, 2.54, -0.56)  0.18
C (-3.10, -0.30, 0.43)  -0.24
C (-2.37, 1.91, 3.23)  -0.15
C (2.41, -2.82, -5.12)  -0.27
C (-1.08, 3.43, -1.53)  -0.20
C (-4.36, 3.48, 2.75)  0.75
C (-4.44, -0.60, 0.61)  -0.19
C (-2.23, -1.26, -0.09)  0.16
C (4.57, -2.18, -4.25)  -0.27
C (-0.49, 3.40, -2.78)  -0.13
C (2.52, 2.36, 2.17)  0.73
C (3.51, 1.79, 3.18)  -0.20
C (-4.94, -1.84, 0.26)  -0.19
C (0.54, 2.50, -3.02)  -0.24
C (-0.64, 0.06, 3.44)  0.28
C (5.13, -2.35, -5.50)  -0.19
C (-2.90, 2.92, 2.45)  -0.03
C (0.89, -1.66, 3.23)  0.07
C (-1.26, 1.21, 2.76)  0.14
C (3.20, -2.40, -4.06)  0.22
C (0.61, -2.12, 4.51)  -0.23
C (-4.08, -2.80, -0.28)  -0.21
C (2.98, -2.99, -6.37)  -0.18
C (1.00, -1.66, -1.39)  0.10
C (-0.34, -1.44, 5.26)  -0.12
C (-1.24, 2.47, 0.79)  0.24
C (0.91, 1.64, -2.01)  0.09
C (4.34, -2.75, -6.57)  -0.23
C (-0.98, -0.35, 4.71)  -0.21
C (-2.29, 3.25, 1.24)  -0.21
H (-4.46, -3.77, -0.56)  0.22
H (-5.98, -2.07, 0.41)  0.22
H (-1.73, 0.19, 5.27)  0.24
H (5.18, -1.86, -3.41)  0.21
H (-1.88, 4.13, -1.31)  0.24
H (2.37, -3.31, -7.20)  0.22
H (1.61, -2.15, 2.60)  0.23
H (1.36, -3.00, -4.96)  0.24
H (-2.70, 4.07, 0.67)  0.26
H (4.77, -2.87, -7.55)  0.22
H (-5.09, 0.16, 1.02)  0.24
H (-2.88, 1.67, 4.15)  0.26
H (3.31, -1.86, -2.05)  0.39
H (-2.06, -3.25, -0.85)  0.23
H (-0.83, 4.07, -3.56)  0.23
H (-2.76, 0.69, 0.66)  0.22
H (1.71, 0.92, -2.14)  0.22
H (-0.58, -1.77, 6.26)  0.23
H (1.04, 2.46, -3.98)  0.24
H (1.15, -2.97, 4.90)  0.23
H (6.18, -2.16, -5.65)  0.22

=====

Record 3
Here is C31H21N6Zr as an isolated structure from the Open Molecules 2025 dataset. Energies are from ωB97M-V/def2-TZVPD.

Net charge: +3
Lowest unoccupied orbital energy in eV: -10.392
Frontier orbital gap in eV: 6.124
DFT total energy in eV: -42685.8190

Last column: natural (NBO) charge in e.
Atoms and positions in Å:
Zr (0.70, 0.95, -0.05)  2.49
N (1.08, 0.06, 1.89)  -0.63
N (2.56, 1.78, 0.61)  -0.64
N (1.24, 2.45, -1.51)  -0.66
N (-6.68, -5.94, -0.49)  -0.16
N (0.66, -0.80, -1.05)  -0.72
N (-1.32, 1.15, -0.07)  -0.77
C (4.30, 1.84, 2.23)  -0.18
C (4.28, 3.42, 0.40)  -0.18
C (-0.42, -1.66, -0.82)  -0.02
C (-2.80, -2.26, -0.60)  -0.16
C (-2.90, -3.23, -1.62)  -0.11
C (0.46, 2.72, -2.57)  0.09
C (-4.82, -4.18, -0.53)  -0.08
C (1.79, -1.56, -1.06)  0.01
C (-3.74, -2.28, 0.45)  -0.18
C (0.69, 3.81, -3.40)  -0.20
C (-5.85, -5.15, -0.50)  0.21
C (2.03, -1.63, 3.88)  -0.07
C (3.14, 1.27, 1.72)  0.22
C (4.87, 2.91, 1.55)  -0.06
C (2.31, 3.24, -1.24)  0.25
C (1.76, 4.65, -3.10)  -0.06
C (2.37, 0.17, 2.33)  0.18
C (-2.17, 0.09, -0.40)  -0.02
C (-3.41, 1.98, -0.28)  -0.26
C (2.87, -0.68, 3.32)  -0.18
C (2.59, 4.36, -2.02)  -0.20
C (3.10, 2.83, -0.05)  0.19
C (-1.76, -1.25, -0.61)  0.27
C (0.09, -2.98, -0.74)  -0.11
C (-3.49, 0.61, -0.51)  -0.09
C (0.27, -0.84, 2.46)  0.10
C (1.47, -2.90, -0.89)  -0.25
C (-2.08, 2.27, 0.00)  0.06
C (-4.72, -3.24, 0.50)  -0.15
C (0.70, -1.69, 3.47)  -0.20
C (-3.92, -4.16, -1.60)  -0.17
H (0.01, -2.38, 3.93)  0.27
H (2.39, -2.31, 4.64)  0.27
H (4.75, 1.47, 3.14)  0.27
H (-0.36, 2.02, -2.77)  0.24
H (-4.03, -4.86, -2.41)  0.26
H (-0.49, -3.88, -0.60)  0.27
H (5.78, 3.37, 1.93)  0.28
H (2.77, -1.12, -1.24)  0.24
H (2.15, -3.73, -0.88)  0.27
H (1.95, 5.52, -3.71)  0.27
H (-0.77, -0.84, 2.12)  0.23
H (4.73, 4.25, -0.12)  0.26
H (-1.65, 3.23, 0.27)  0.23
H (3.90, -0.60, 3.64)  0.26
H (0.05, 4.00, -4.24)  0.28
H (-4.22, 2.68, -0.33)  0.28
H (-5.40, -3.28, 1.33)  0.26
H (-3.65, -1.56, 1.25)  0.23
H (-4.37, 0.06, -0.77)  0.27
H (3.42, 5.01, -1.79)  0.26
H (-2.21, -3.20, -2.45)  0.23

=====

| no. | largest force on an atom (Eh/bohr) |
| --- | --- |
| 1 | 0.007 |
| 2 | 0.036 |
| 3 | 0.035 |